Record 1
The following is a quantum chemistry calculation of an isolated molecule of CH2N2O2S in a non-equilibrium geometry, from OMol25.

Each line ends with the Mulliken charge.
CARTESIAN COORDINATES (ANGSTROEM)
C1 1.5166 0.3160 1.3334  0.3551
N1 2.5567 0.0300 1.7112  -0.2784
N2 -0.7331 -0.2813 -1.5357  -0.3446
O1 -0.9261 -0.3446 1.4732  -0.5302
O2 0.2592 0.1921 -0.8049  -0.2161
S1 -0.0757 0.7984 0.7699  0.5003
H1 -1.4309 0.4171 -1.7786  0.2440
H2 -1.1667 -1.1278 -1.1686  0.2699

* HOMO: -10.2 eV
* orbital gap: 0.359 Eh
* LUMO: -0.45 eV
* energy above the lowest of the compared OMol25 structures with the same formula, charge and spin: 578.2 kJ/mol
* net charge: 0


Record 2
The following is a quantum chemistry calculation of a structure of composition C4H6O2Tm in a non-equilibrium geometry, from OMol25.

Each line ends with the Mulliken charge.
CARTESIAN COORDINATES (ANGSTROEM)
O1 -2.9178 0.6709 0.0955  -0.4788
C1 -1.6678 0.4074 -0.4718  -0.6576
C2 -0.6308 -0.1481 0.2910  0.1253
C3 0.5582 -0.7435 -0.1727  -0.5045
C4 1.9532 -0.3157 0.2615  -0.2505
O2 2.0402 1.0744 0.4808  -0.6087
Tm1 0.3824 2.0702 0.0634  1.4909
H1 -3.3881 -0.1530 0.2549  0.3360
H2 -1.6789 0.2091 -1.5576  0.3765
H3 0.5491 -0.9189 -1.2639  0.3287
H4 -0.0828 -0.7031 1.3134  0.2653
H5 2.6920 -0.6155 -0.5068  0.2864
H6 2.1909 -0.8342 1.2123  0.2912

* HOMO (spin up / spin down): -12.0 / -11.6 eV
* spin multiplicity: 3
* orbital gap (spin up / spin down): 0.243 / 0.224 Eh
* LUMO (spin up / spin down): -5.43 / -5.49 eV
* energy above the lowest of the compared OMol25 structures with the same formula, charge and spin: 0.0 kJ/mol
* net charge: +1


Record 3
The following is a quantum chemistry calculation of a cluster of 2 separate species, C4H7BrN2O in total in a non-equilibrium geometry, from OMol25.

Each line ends with the Mulliken charge.
CARTESIAN COORDINATES (ANGSTROEM)
C1 -1.2235 -1.7029 0.2504  0.0943
C2 -0.0163 0.9916 -0.1468  0.5679
C3 2.3923 0.8393 -0.3602  -0.7625
C4 -1.5737 -0.3305 0.5287  -0.4633
N1 -0.9410 -2.4860 1.1869  -0.6378
N2 -0.3287 2.1474 -0.4012  -0.5506
O1 1.0245 0.1674 -0.2629  -0.3000
Br1 -2.9994 0.4798 -0.5467  -0.1942
H1 -0.9140 -1.9079 -0.7631  0.3479
H2 2.4110 1.8416 -0.0968  0.3751
H3 2.6200 0.6260 -1.3303  0.3086
H4 3.0740 0.2374 0.2302  0.2592
H5 -1.7687 -0.1351 1.5926  0.3950
H6 -0.6408 -3.4637 0.9650  0.2529
H7 -1.1158 2.6956 -0.8456  0.3073

* HOMO: -8.4 eV
* orbital gap: 0.332 Eh
* LUMO: 0.65 eV
* energy above the lowest of the compared OMol25 structures with the same formula, charge and spin: 217.8 kJ/mol
* net charge: 0


Record 4
The following is a quantum chemistry calculation of a cluster of 3 separate species, C3H13NO2S in total in a non-equilibrium geometry, from OMol25.

Each line ends with the Mulliken charge.
CARTESIAN COORDINATES (ANGSTROEM)
C1 -0.8399 -1.4689 -1.7394  -0.9728
N1 -0.9093 -0.8424 -0.4279  -0.1678
C2 -1.1537 0.5926 -0.4234  -0.6306
C3 -0.2867 1.3316 0.6280  -0.6285
S1 -0.2881 3.1136 0.2900  -0.2302
H1 -1.4811 -2.3404 -1.8090  0.3166
H2 0.1913 -1.7869 -1.9446  0.2647
H3 -0.9235 -0.7714 -2.5755  0.2863
H4 -1.6098 -1.2689 0.1599  0.3751
H5 -0.8654 1.0732 -1.3586  0.4210
H6 -2.1823 0.9255 -0.2463  0.2166
H7 -0.6542 1.1170 1.6341  0.3305
H8 0.7184 0.9162 0.5971  0.3421
H9 1.0208 3.2519 0.0606  0.1318
O1 3.1492 0.7555 0.3244  -0.6390
H10 3.0159 -0.1903 0.2081  0.3044
H11 3.7743 0.8804 1.0421  0.3180
O2 -0.4111 -1.8997 2.1650  -0.6748
H12 -0.4859 -1.0192 1.8000  0.3332
H13 0.2212 -2.3694 1.6156  0.3034

* HOMO: -8.8 eV
* orbital gap: 0.342 Eh
* LUMO: 0.48 eV
* energy above the lowest of the compared OMol25 structures with the same formula, charge and spin: 105.7 kJ/mol
* net charge: 0


Record 5
The following is a quantum chemistry calculation of an isolated molecule of C5H7NS in a non-equilibrium geometry, from OMol25.

Each line ends with the Mulliken charge.
CARTESIAN COORDINATES (ANGSTROEM)
C1 -2.8286 1.2486 0.2626  0.1706
C2 -1.7637 0.8547 -0.1177  -1.0896
C3 -0.3989 0.5446 -0.3785  0.3720
C4 0.1989 -0.6446 0.4039  -0.7398
C5 1.6978 -0.7496 -0.0191  -0.4869
S1 2.2091 0.9941 0.0744  -0.1077
N1 0.5607 1.6137 0.1121  -0.4991
H1 -3.8634 1.3874 0.3418  0.4609
H2 -0.1370 0.4792 -1.3951  0.3246
H3 -0.4515 -1.6244 0.3524  0.3138
H4 0.1304 -0.3615 1.4114  0.3890
H5 2.3581 -1.3726 0.7822  0.3207
H6 1.7542 -1.0545 -1.0714  0.2938
H7 0.3916 2.5183 -0.2855  0.2778

* HOMO: -7.7 eV
* orbital gap: 0.317 Eh
* LUMO: 0.93 eV
* energy above the lowest of the compared OMol25 structures with the same formula, charge and spin: 314.1 kJ/mol
* net charge: 0


Record 6
The following is a quantum chemistry calculation of a structure of composition C22H29N4SiV, from OMol25.

Each line ends with the Mulliken charge.
CARTESIAN COORDINATES (ANGSTROEM)
V1 -0.4069 0.0240 -0.0294  0.1880
C1 2.4918 0.0301 0.6402  -1.0429
C2 2.7869 0.9865 -0.5121  -0.9331
C3 1.7766 2.0565 -0.8627  0.7492
C4 2.2054 3.3283 -1.2380  -0.9371
C5 1.2813 4.2754 -1.6222  -0.4098
C6 -0.0708 3.9449 -1.6386  -1.0222
C7 -0.4224 2.6742 -1.2515  -0.2312
N1 0.4749 1.7582 -0.8586  0.4760
N2 1.4434 -0.9754 0.3643  0.4667
C8 1.1331 -1.7418 1.5977  -1.0038
C9 -0.1627 -2.4804 1.4407  0.5073
C10 -0.3603 -3.7673 1.8962  -0.7616
C11 -1.6073 -4.3562 1.7236  -0.5032
C12 -2.6029 -3.6361 1.0893  -0.7714
C13 -2.3207 -2.3541 0.6455  -0.5262
N3 -1.1224 -1.7859 0.8028  0.6801
C14 1.7672 -1.8712 -0.7614  -0.9517
C15 1.1346 -1.4450 -2.0664  0.6699
C16 1.8432 -1.5375 -3.2539  -0.9876
C17 1.1949 -1.2530 -4.4446  -0.4364
C18 -0.1344 -0.8645 -4.4051  -0.8936
C19 -0.7502 -0.7492 -3.1719  -0.2425
N4 -0.1439 -1.0369 -2.0154  0.2148
H1 2.1559 0.5882 1.5176  0.3463
H2 3.4215 -0.4872 0.9091  0.4403
H3 3.0087 0.4156 -1.4199  0.2422
H4 3.7212 1.4925 -0.2626  0.5682
H5 3.2619 3.5593 -1.2186  0.4804
H6 1.6052 5.2682 -1.9058  0.4228
H7 -0.8310 4.6535 -1.9327  0.4710
H8 -1.4647 2.3743 -1.2086  0.4435
H9 1.0156 -1.0045 2.3975  0.3769
H10 1.9505 -2.4236 1.8558  0.4157
H11 0.4495 -4.2939 2.3832  0.5032
H12 -1.7938 -5.3584 2.0850  0.4264
H13 -3.5911 -4.0444 0.9338  0.4564
H14 -3.0750 -1.7464 0.1610  0.4652
H15 1.3677 -2.8586 -0.5197  0.5000
H16 2.8491 -1.9873 -0.8790  0.3592
H17 2.8811 -1.8425 -3.2358  0.4652
H18 1.7201 -1.3309 -5.3873  0.4447
H19 -0.6857 -0.6334 -5.3050  0.4220
H20 -1.7755 -0.4075 -3.0961  0.4720
C20 -0.6170 2.6772 2.6992  -1.2758
Si1 -1.5083 1.1897 1.9379  0.8172
C21 -2.0821 0.1304 3.3988  -1.1912
C22 -3.1190 1.9148 1.1875  -1.3966
H21 -1.2847 3.2872 3.3132  0.3798
H22 -0.1896 3.3308 1.9316  0.3121
H23 0.2078 2.3534 3.3411  0.3007
H24 -2.5068 0.7409 4.2006  0.3900
H25 -1.2654 -0.4532 3.8355  0.2888
H26 -2.8547 -0.5796 3.0891  0.2899
H27 -3.9168 1.9284 1.9359  0.4280
H28 -3.5212 1.3740 0.3235  0.3106
H29 -2.9615 2.9491 0.8659  0.3272

* HOMO (spin up / spin down): -9.4 / -8.8 eV
* spin multiplicity: 2
* orbital gap (spin up / spin down): 0.245 / 0.225 Eh
* LUMO (spin up / spin down): -2.71 / -2.69 eV
* net charge: +1